# 1
This record from OMol25 describes a 5-piece molecular cluster, C35H64BF8NO8S2 overall. The level of theory is ωB97M-V with the def2-TZVPD basis set.

Structure (XYZ):
```
119
Properties=species:S:1:pos:R:3:forces:R:3
S 1.2085 -0.6274 2.6586 -0.0577 0.0669 -0.1464
S -2.3070 -0.2939 -0.6544 0.0216 0.0802 0.0945
F 2.4721 3.8141 1.3643 -0.0372 -0.0640 -0.0549
F 1.6974 2.1773 0.1873 0.0331 -0.0116 0.0199
F 2.4377 1.1878 4.0788 0.1743 -0.0228 0.1323
F 0.2784 1.0885 4.3386 -0.1482 0.0396 0.1405
F 3.2667 1.8259 1.6432 -0.0908 0.0601 -0.0306
F -2.9210 1.1088 -0.2981 0.1324 -0.0813 -0.0382
F -0.1339 2.0917 1.8936 -0.0934 0.0517 -0.1034
F 0.9897 3.3514 3.2671 0.0135 0.1300 0.0653
O 0.2691 -3.1704 1.0597 0.0366 0.3610 -0.0735
O -1.2011 -0.4480 1.6421 0.2796 -0.1874 0.0753
O 1.6111 -0.4873 1.2914 0.0478 -0.0367 0.1137
O -0.9681 -0.0508 -1.0605 -0.2027 -0.0044 -0.0232
O 1.8288 -1.5180 3.5798 0.0378 0.0207 -0.0057
O -1.1089 -1.5792 3.6332 0.2494 0.2304 -0.6774
O -0.6016 -2.9503 -1.1827 -0.2108 0.3720 0.2000
O -3.2630 -0.9559 -1.4695 0.0760 0.0835 0.0641
N -4.7337 0.5556 3.4502 -0.0318 0.1356 0.0479
C -3.6369 0.1787 2.8078 0.1322 -0.0179 -0.0714
C 9.2332 4.1428 -8.5774 -0.0264 -0.0374 -0.0160
C -1.1038 -6.5638 0.4090 -0.0660 0.0734 0.0713
C -2.3521 -1.0591 1.0290 -0.2034 0.0754 -0.0193
C -5.8979 0.1056 2.9996 -0.0798 -0.1250 -0.1520
C -7.6151 -0.1418 9.0812 -0.0082 0.0168 0.0386
C -0.6300 -0.9781 2.7268 -0.3928 -0.2171 0.4322
C 2.1566 2.5200 1.3803 0.0054 -0.0496 0.0578
C 3.2592 3.8301 -2.3942 -0.0077 -0.0250 -0.0160
C -1.2029 -6.3236 1.9129 0.0468 0.0153 -0.0396
C 2.2303 5.2312 -4.2904 -0.0129 -0.0210 -0.0044
C 4.6526 3.1369 -7.6631 0.0318 -0.0206 0.0339
C 3.1736 2.4950 -3.1271 0.0357 0.0217 0.0266
C -7.6827 1.3081 9.5503 -0.0215 -0.0263 -0.0362
C -1.9305 -9.0012 0.4735 -0.0070 0.0042 0.0142
C -0.5460 -9.6165 0.2759 -0.0067 -0.0289 -0.0382
C -4.8662 -1.1467 1.2512 0.0098 -0.0756 -0.0443
C -0.1629 -9.7986 -1.1895 0.0220 0.0105 0.0434
C 1.0583 2.2670 2.4807 0.1435 -0.1145 0.1425
C -3.6426 -0.6717 1.7065 0.0387 0.0417 0.2028
C 1.2798 1.0661 3.4445 -0.0608 0.0232 -0.3353
C 6.4183 4.9763 -7.5157 0.0122 0.0124 0.0100
C 6.8403 4.9378 -8.9857 -0.0184 0.0025 -0.0021
C -5.2094 -0.0564 7.1151 0.0369 -0.0305 -0.0141
C -5.0784 -0.1489 8.6345 -0.0034 0.0124 0.0077
C 2.1830 4.8297 -2.8153 -0.0075 0.0027 0.0063
C 5.9058 3.6488 -6.9604 -0.0651 -0.0024 0.0215
C -2.0983 -7.5987 -0.1141 0.0002 -0.0101 -0.0212
C 3.9448 7.1126 -4.0361 0.0184 -0.0444 -0.0092
C -6.2644 -0.8064 9.3430 0.0090 -0.0100 -0.0051
C 3.5635 5.8185 -4.7475 -0.0133 0.0706 -0.0502
C -5.3198 -1.4127 6.4277 -0.0361 0.0056 0.0362
C -6.0139 -0.7459 1.9072 -0.0969 0.0603 0.1263
C -2.1385 -2.5558 0.8640 -0.0471 -0.5303 -0.1822
C 7.9192 3.9075 -9.3157 0.0406 0.0259 -0.0038
B -0.7476 -2.9080 0.1788 0.3107 -0.2645 0.0114
H 7.2569 5.3177 -6.9026 0.0055 0.0015 -0.0084
H 5.9647 4.7480 -9.6125 -0.0061 0.0005 0.0075
H -0.1213 -8.8450 -1.7179 -0.0031 0.0028 -0.0050
H 7.2015 5.9316 -9.2686 0.0070 -0.0017 -0.0064
H 7.5534 2.9004 -9.0973 -0.0179 -0.0017 -0.0049
H -2.7004 0.5684 3.1931 -0.1128 0.0159 -0.0015
H -6.0742 0.5586 6.8499 0.0000 0.0168 0.0097
H -6.9910 -1.0869 1.5902 0.0593 0.0025 -0.0272
H 5.6351 5.7326 -7.3989 -0.0060 -0.0042 0.0101
H 8.1048 3.9335 -10.3926 -0.0001 -0.0157 -0.0029
H -3.1148 -7.2526 0.0996 0.0019 0.0109 0.0047
H 3.3191 2.6136 -4.2025 -0.0075 0.0007 -0.0050
H 1.1385 -3.2512 0.6479 -0.0347 -0.1097 0.0615
H 4.2524 4.2649 -2.5388 -0.0040 0.0167 -0.0066
H -5.3819 -1.2917 5.3476 0.0259 -0.0292 -0.0325
H 4.8897 7.5042 -4.4155 -0.0048 0.0088 -0.0054
H 0.1785 -2.4941 -1.5178 0.0656 -0.2548 -0.0833
H -4.3384 0.4708 6.7191 -0.0109 0.0142 -0.0203
H -6.0712 -0.8022 10.4205 -0.0091 0.0021 0.0043
H -6.9596 1.9355 9.0273 0.0064 0.0015 0.0020
H -4.4466 -2.0322 6.6450 -0.0081 -0.0116 0.0149
H -2.1588 -3.0074 1.8575 -0.0997 0.0957 0.0461
H 4.3586 5.0807 -4.6139 0.0001 -0.0052 -0.0017
H 0.8175 -10.2670 -1.2836 -0.0047 -0.0102 -0.0054
H -0.8871 -10.4338 -1.7040 -0.0111 0.0142 -0.0139
H 2.1989 2.0278 -2.9688 -0.0124 0.0057 -0.0219
H 9.9826 3.4041 -8.8642 0.0075 0.0084 -0.0051
H 3.1627 3.6544 -1.3220 0.0317 0.0057 0.0209
H -0.5255 -10.5889 0.7743 0.0140 0.0017 0.0075
H -4.9220 0.8550 9.0386 -0.0037 -0.0024 0.0085
H 0.2097 -9.0055 0.7775 -0.0063 0.0054 0.0182
H 2.2613 5.7216 -2.1874 0.0033 0.0078 -0.0136
H -6.7856 0.4307 3.5322 0.0480 0.0124 0.0244
H -2.2089 -5.9955 2.1877 -0.0134 -0.0280 0.0124
H -8.6718 1.7327 9.3736 -0.0026 0.0019 0.0109
H 1.9970 4.3615 -4.9110 -0.0067 -0.0021 0.0023
H 9.6352 5.1323 -8.8061 -0.0029 0.0119 0.0191
H -2.1605 -8.9802 1.5421 -0.0035 0.0098 -0.0008
H 6.6913 2.8897 -7.0101 0.0182 0.0114 -0.0109
H -7.8547 -0.1921 8.0153 0.0043 -0.0138 -0.0065
H 5.6844 3.7827 -5.8986 0.0272 -0.0269 0.0102
H 3.8442 3.8689 -7.5940 0.0001 0.0096 -0.0217
H 1.1985 4.3995 -2.6043 0.0057 -0.0102 0.0120
H 3.9365 1.8022 -2.7689 -0.0046 -0.0070 0.0046
H -6.2070 -1.9616 6.7497 0.0050 0.0011 0.0150
H -0.5003 -5.5539 2.2345 -0.0126 0.0082 0.0071
H 1.4349 5.9584 -4.4824 0.0077 0.0092 0.0024
H 4.0612 6.9635 -2.9615 -0.0054 0.0021 0.0060
H -2.9742 -2.9815 0.3025 0.0609 0.1605 -0.0227
H 4.8339 2.9365 -8.7202 -0.0046 0.0087 -0.0069
H -1.2847 -5.6210 -0.1168 0.0262 -0.0135 -0.0373
H 9.1061 4.0762 -7.4959 -0.0003 0.0031 0.0045
H -2.0213 -7.6460 -1.2036 -0.0001 -0.0081 0.0013
H -4.1731 -0.7141 8.8781 0.0052 0.0001 -0.0096
H 4.3003 2.2086 -7.2107 -0.0086 0.0032 0.0029
H -7.4755 1.3797 10.6202 0.0222 0.0102 0.0011
H -0.9825 -7.2278 2.4818 -0.0101 -0.0057 0.0015
H -2.6783 -9.6585 0.0188 0.0053 -0.0084 -0.0014
H -0.0832 -6.8592 0.1507 0.0047 -0.0007 -0.0163
H -4.9270 -1.8035 0.3919 0.0196 0.0342 0.0284
H -8.3901 -0.7195 9.5918 -0.0112 0.0012 -0.0111
H 3.1810 7.8786 -4.1869 -0.0107 0.0011 0.0225
H -6.3253 -1.8591 9.0540 0.0088 0.0001 -0.0052
H 3.5069 6.0084 -5.8232 0.0207 -0.0158 -0.0052
```
Forces are in eV/Å.

Calculated values
DFT total energy = -99292.35607 eV
HOMO-LUMO gap = 0.3668 Eh
structure (SMILES) = O=C(O[C@@](CB(O)O)(c1cccnc1)S(=O)(=O)F)S(=O)(=O)C(F)(F)C(F)(F)C(F)(F)F.CCCCCC.CCCCCC.CCCCCC.CCCCCC
lowest unoccupied orbital energy = -0.28 eV
E_HOMO = -10.264 eV
multiplicity = 1

# 2
This record from OMol25 describes one molecule with the formula C3H3ClFNS2 in a non-equilibrium geometry. The level of theory is ωB97M-V with the def2-TZVPD basis set.

Structure (XYZ):
```
11
Properties=species:S:1:pos:R:3:forces:R:3
Cl -2.5912 0.0913 -1.1692 0.3141 0.0012 -0.0328
S 0.5437 1.9981 -0.0069 -0.7142 -0.8008 0.2543
S 2.8545 0.0531 -0.3858 -0.8715 0.0952 0.2883
F -2.0772 -0.4758 1.2757 0.5421 1.3135 -0.7757
N 1.6055 -1.0696 -0.1458 0.4726 0.9026 -0.6845
C -0.2667 0.5737 0.1306 1.6887 0.6864 -0.6109
C -1.7295 0.5334 0.3353 -1.9125 -0.7211 0.6741
C 0.3751 -0.7278 -0.0228 -0.0459 -0.4889 0.3883
H 3.7562 -0.8846 -0.6365 0.2922 -0.5135 0.0524
H -2.1818 1.4922 0.6219 0.4283 -0.4328 0.2708
H -0.2885 -1.5839 0.0035 -0.1940 -0.0418 0.1756
```
Forces are in eV/Å.

Calculated values
DFT total energy = -41558.44600 eV
HOMO-LUMO gap = 0.2768 Eh
structure (SMILES) = F[C@H](Cl)C(=S)/C=N\S
lowest unoccupied orbital energy = -1.81 eV
E_HOMO = -9.345 eV
ΔE to the lowest compared entry with this formula, charge and spin = 16.6 kJ/mol
multiplicity = 1